{"formula": "C20H26AsF3N3S3Sc", "method": "wB97M-V/def2-TZVPD", "spin_multiplicity": 1, "charge": 2, "homo_ha": -0.53055, "species": ["Sc", "C", "C", "N", "C", "C", "S", "C", "C", "S", "C", "N", "C", "H", "H", "H", "H", "H", "H", "H", "H", "F", "C", "F", "F", "C", "C", "C", "C", "N", "C", "S", "H", "H", "H", "C", "C", "As", "C", "C", "C", "C", "H", "H", "H", "H", "H", "H", "H", "H", "H", "H", "H", "H", "H", "H", "H"], "xyz": [[0.422, -0.581, -0.432], [1.177, -0.358, -4.050], [0.206, -1.398, -3.595], [-0.159, -1.570, -2.341], [-1.068, -2.610, -2.190], [-1.391, -3.218, -3.350], [-0.555, -2.487, -4.648], [-1.479, -2.962, -0.827], [-2.296, -3.964, -0.437], [-2.360, -4.034, 1.266], [-1.276, -2.743, 1.403], [-0.912, -2.256, 0.232], [-0.797, -2.240, 2.724], [1.620, 0.150, -3.196], [0.692, 0.382, -4.687], [1.988, -0.807, -4.623], [-2.057, -4.052, -3.512], [-2.844, -4.661, -1.052], [-1.164, -2.863, 3.537], [-1.144, -1.221, 2.898], [0.293, -2.251, 2.755], [4.429, -3.044, 1.402], [4.514, -2.153, 2.381], [4.497, -2.818, 3.544], [5.692, -1.532, 2.283], [3.382, -1.140, 2.377], [3.232, -0.392, 3.533], [2.227, 0.564, 3.636], [1.373, 0.704, 2.576], [1.503, -0.012, 1.448], [2.527, -0.894, 1.300], [2.657, -1.595, -0.309], [3.912, -0.556, 4.360], [2.111, 1.173, 4.521], [0.554, 1.411, 2.611], [-2.068, 2.623, -3.052], [-2.584, 2.290, -1.656], [-1.187, 1.603, -0.498], [0.026, 3.119, -0.293], [1.318, 2.879, -1.077], [-2.110, 1.415, 1.224], [-2.670, 2.719, 1.788], [-2.871, 3.053, -3.649], [-1.708, 1.733, -3.571], [-1.260, 3.355, -3.022], [-3.378, 1.546, -1.684], [-2.962, 3.172, -1.146], [0.231, 3.255, 0.768], [-0.492, 4.010, -0.640], [1.858, 1.999, -0.712], [2.001, 3.721, -0.973], [1.125, 2.745, -2.143], [-1.411, 0.958, 1.925], [-2.901, 0.684, 1.050], [-1.895, 3.472, 1.925], [-3.130, 2.536, 2.760], [-3.438, 3.138, 1.141]], "nbo_charge": [1.7398, -0.6573, 0.0973, -0.6457, 0.1650, -0.4166, 0.6052, 0.0909, -0.4050, 0.6175, 0.0942, -0.6275, -0.6595, 0.2293, 0.2630, 0.2753, 0.2767, 0.2778, 0.2657, 0.2426, 0.2521, -0.2971, 0.9814, -0.3078, -0.3001, -0.1973, -0.0636, -0.2472, 0.0734, -0.6664, 0.1078, -0.2084, 0.2640, 0.2576, 0.2104, -0.6179, -0.6598, 0.7518, -0.6915, -0.6056, -0.6693, -0.6261, 0.2509, 0.2040, 0.2148, 0.2409, 0.2410, 0.2360, 0.2488, 0.1918, 0.2556, 0.2154, 0.2105, 0.2380, 0.2153, 0.2434, 0.2243]}

---

{"formula": "C9H19O3PS", "method": "wB97M-V/def2-TZVPD", "spin_multiplicity": 1, "charge": 0, "homo_ha": [-0.29922, -0.29922], "species": ["C", "C", "C", "C", "C", "C", "C", "C", "C", "O", "O", "O", "P", "S", "H", "H", "H", "H", "H", "H", "H", "H", "H", "H", "H", "H", "H", "H", "H", "H", "H", "H", "H"], "xyz": [[0.509, -0.162, -1.473], [-3.698, -0.815, 1.662], [0.718, -3.210, 0.353], [0.576, 2.169, -2.242], [2.543, 0.632, -2.505], [2.016, 1.464, -0.201], [-2.843, 0.380, 1.639], [-0.484, -3.019, 1.189], [1.370, 1.021, -1.571], [0.055, -0.918, -2.272], [-1.836, 0.377, 0.604], [-1.159, -1.978, 0.695], [-0.491, -0.470, 0.790], [0.390, -0.239, 2.568], [-3.176, -1.681, 1.938], [-4.490, -0.677, 2.513], [-4.078, -1.223, 0.695], [0.463, -3.537, -0.736], [1.296, -2.242, 0.440], [1.382, -4.002, 0.846], [0.049, 1.918, -3.101], [-0.087, 2.526, -1.425], [1.324, 3.013, -2.438], [3.075, 1.524, -2.508], [2.247, 0.342, -3.563], [3.155, -0.081, -1.940], [2.272, 2.474, -0.274], [1.293, 1.430, 0.561], [2.929, 0.960, 0.103], [-2.131, 0.250, 2.483], [-3.332, 1.347, 1.509], [-0.174, -2.859, 2.165], [-1.136, -3.871, 1.056]], "nbo_charge": [0.6631, -0.6465, -0.6259, -0.5805, -0.5857, -0.5982, -0.0930, -0.0849, -0.2191, -0.4783, -0.8486, -0.8134, 1.4788, -0.6509, 0.2235, 0.2170, 0.2238, 0.2200, 0.2054, 0.2133, 0.2238, 0.2240, 0.2202, 0.2106, 0.2269, 0.2159, 0.2136, 0.2382, 0.2247, 0.2110, 0.1983, 0.1908, 0.1822]}

---

{"formula": "C2HCl2NS", "method": "wB97M-V/def2-TZVPD", "spin_multiplicity": 1, "charge": 0, "homo_ha": -0.36724, "species": ["C", "C", "N", "S", "Cl", "Cl", "H"], "xyz": [[-0.596, 0.305, -1.028], [0.392, 0.500, -0.054], [-1.384, 0.237, -1.876], [0.043, -1.055, 1.647], [1.895, 0.028, -0.690], [0.474, 2.072, 0.670], [-0.825, -2.086, 1.332]], "nbo_charge": [0.1622, -0.1902, -0.2123, -0.1475, 0.1198, 0.1160, 0.1520]}

---

{"formula": "C2H3NO5S", "method": "wB97M-V/def2-TZVPD", "spin_multiplicity": 1, "charge": 0, "homo_ha": -0.38357, "species": ["C", "C", "N", "O", "O", "O", "O", "O", "S", "H", "H", "H"], "xyz": [[1.301, 0.532, -0.443], [0.662, -1.611, 0.534], [1.436, -0.695, 0.219], [1.176, 1.659, -0.024], [-0.660, -1.668, 0.412], [-1.588, 1.841, 0.546], [-1.035, 0.049, -1.427], [-1.405, 0.551, 1.048], [-1.708, -0.479, -0.204], [1.426, 0.182, -1.552], [1.203, -2.443, 0.934], [-0.807, 2.082, -0.042]], "nbo_charge": [0.5548, 0.4355, -0.5126, -0.5928, -0.6913, -0.4253, -0.8930, -0.4407, 1.7358, 0.1330, 0.1939, 0.5027]}

---

{"formula": "C23H27B2FNaO25", "method": "wB97M-V/def2-TZVPD", "spin_multiplicity": 1, "charge": -1, "homo_ha": -0.24422, "species": ["Na", "O", "C", "O", "B", "O", "C", "O", "O", "C", "O", "C", "O", "O", "O", "C", "O", "B", "O", "C", "O", "O", "C", "O", "C", "O", "O", "C", "C", "O", "C", "O", "O", "F", "H", "H", "H", "O", "C", "O", "C", "C", "C", "H", "H", "H", "H", "H", "H", "H", "H", "O", "C", "O", "C", "C", "C", "H", "H", "H", "H", "H", "H", "H", "H", "O", "C", "O", "C", "C", "C", "H", "H", "H", "H", "H", "H", "H", "H"], "xyz": [[-20.368, -22.066, -8.710], [-19.735, -20.216, -4.079], [-18.939, -19.724, -4.827], [-18.038, -18.807, -4.490], [-17.165, -18.547, -5.597], [-17.680, -19.339, -6.726], [-18.707, -20.037, -6.342], [-19.388, -20.790, -6.990], [-15.754, -18.864, -5.255], [-15.002, -17.823, -5.479], [-13.811, -17.731, -5.376], [-15.919, -16.646, -5.956], [-17.162, -17.112, -5.978], [-15.591, -15.530, -6.242], [-18.089, -23.048, -9.019], [-16.988, -23.452, -8.737], [-16.272, -23.106, -7.686], [-14.943, -23.741, -7.821], [-15.014, -24.582, -9.024], [-16.177, -24.443, -9.601], [-16.578, -24.968, -10.603], [-13.883, -22.709, -7.854], [-13.155, -22.735, -6.765], [-12.230, -22.029, -6.489], [-13.708, -23.887, -5.881], [-14.553, -24.554, -6.649], [-13.364, -24.161, -4.767], [-20.335, -20.198, -13.894], [-21.481, -21.160, -13.496], [-21.301, -21.354, -12.120], [-20.094, -20.869, -11.777], [-19.641, -20.839, -10.675], [-19.407, -20.445, -12.853], [-21.293, -22.339, -14.156], [-20.679, -19.162, -13.820], [-19.957, -20.445, -14.880], [-22.439, -20.692, -13.730], [-20.917, -24.200, -10.192], [-21.356, -25.105, -10.862], [-21.505, -26.341, -10.425], [-21.231, -26.695, -9.081], [-19.833, -27.265, -8.861], [-21.758, -24.938, -12.308], [-21.993, -27.447, -8.856], [-21.444, -25.912, -8.351], [-19.684, -28.014, -9.639], [-19.808, -27.820, -7.922], [-19.094, -26.469, -8.830], [-22.194, -25.832, -12.748], [-20.784, -24.828, -12.793], [-22.358, -24.048, -12.457], [-21.015, -23.290, -6.627], [-21.803, -23.682, -5.796], [-22.653, -22.909, -5.150], [-22.493, -21.505, -5.258], [-23.630, -20.737, -4.573], [-21.944, -25.132, -5.472], [-22.437, -21.186, -6.304], [-21.524, -21.137, -4.912], [-24.577, -21.275, -4.659], [-23.783, -19.744, -4.988], [-23.421, -20.630, -3.508], [-21.460, -25.716, -6.248], [-22.988, -25.427, -5.372], [-21.422, -25.323, -4.533], [-22.757, -21.678, -8.839], [-23.765, -21.618, -9.511], [-24.486, -22.675, -9.872], [-24.158, -23.961, -9.390], [-24.682, -24.105, -7.951], [-24.404, -20.345, -9.855], [-23.086, -24.134, -9.316], [-24.670, -24.695, -10.007], [-25.741, -23.842, -7.922], [-24.129, -23.463, -7.266], [-24.610, -25.133, -7.590], [-25.489, -20.427, -9.924], [-24.049, -19.984, -10.822], [-24.192, -19.607, -9.085]], "lowdin_charge": [0.3432, 0.1380, -0.3447, 0.2581, -0.8853, 0.2723, -0.3466, 0.1272, 0.2432, -0.4046, 0.1456, -0.3860, 0.2155, 0.1330, 0.1332, -0.3538, 0.2582, -0.8513, 0.2513, -0.4025, 0.1342, 0.2295, -0.4026, 0.1512, -0.3910, 0.2182, 0.1421, -0.0448, -0.2930, 0.1359, -0.5169, 0.2007, 0.1014, 0.0635, 0.1413, 0.1425, 0.1667, 0.1069, -0.5388, 0.0130, -0.2250, -0.0330, 0.0406, 0.1229, 0.0948, 0.0832, 0.0792, 0.0816, 0.0859, 0.1028, 0.0749, 0.1110, -0.5406, 0.0187, -0.2114, -0.0494, 0.0365, 0.1067, 0.1008, 0.0697, 0.0736, 0.0740, 0.0674, 0.0867, 0.1005, 0.1004, -0.5215, 0.0158, -0.1933, -0.0354, 0.0367, 0.0957, 0.1305, 0.0829, 0.0654, 0.0801, 0.0936, 0.0922, 0.1006]}

---

We obtain E_tot values of -147819.8281; -35906.2881; -39457.7496; -24680.5142; -83980.3046 eV for the records listed above, in that order.
We obtain maximum force values of 1.347; 4.491; 3.117; 3.256; 2.494 eV/Å for the records listed above, in that order.